C44H115N9O13 | the ωB97M-V functional and the def2-TZVPD basis

Last column: Mulliken charge in e.
Atoms and positions in Å:
O  -1.37  1.67  -7.77  -0.204
O  -3.42  2.61  -0.54  -0.327
O  0.51  6.13  -4.91  -0.275
O  -2.09  1.52  12.05  -0.365
O  4.48  -2.61  7.07  -0.254
O  8.66  -1.38  -2.42  -0.408
O  0.37  1.54  7.11  -0.353
O  -6.46  4.21  -9.83  -0.358
O  1.14  -1.89  2.35  -0.301
O  0.58  0.79  -3.15  -0.563
O  -1.61  -4.67  -2.92  -0.442
O  -0.41  -2.73  8.26  -0.357
O  -3.36  -0.97  -4.84  -0.069
N  0.45  3.75  -2.10  -0.644
N  -6.32  -1.72  -2.70  -0.774
N  1.39  -1.55  -0.32  0.264
N  -4.27  3.01  -8.52  -0.360
N  -3.98  2.69  2.16  -0.787
N  0.05  -6.75  -1.82  -0.675
N  3.14  0.26  7.17  -0.106
N  0.55  -0.25  10.14  0.243
N  8.13  -3.06  0.02  -0.733
C  -2.51  3.40  0.27  0.552
C  1.02  -1.69  10.03  -0.586
C  -0.68  -0.09  10.95  -0.675
C  -0.56  1.22  -3.90  0.157
C  2.59  -1.64  0.49  -1.000
C  -0.30  0.75  -7.92  -0.763
C  7.33  -3.07  -1.18  0.402
C  0.14  -5.44  -1.25  0.852
C  1.11  5.37  -3.91  -0.883
C  -2.72  -4.79  -2.04  -0.730
C  1.44  -0.44  -1.28  -0.962
C  0.82  -2.32  3.72  -0.930
C  0.04  4.84  -2.93  0.898
C  0.24  -0.29  -2.21  -0.268
C  -2.65  3.02  1.75  -0.112
C  2.36  -2.33  1.82  -0.474
C  5.13  -1.32  7.16  -0.745
C  4.31  -0.21  7.87  -0.497
C  -3.58  2.97  -1.89  -0.423
C  -4.59  -1.70  -4.36  -0.749
C  7.36  -1.66  -1.90  -0.642
C  9.25  -2.33  -3.41  -0.820
C  -5.89  2.97  -10.30  -0.682
C  5.08  -3.24  5.91  -0.659
C  1.49  -5.14  -0.72  -1.150
C  5.88  -3.52  -0.91  -1.234
C  -5.13  -1.04  -3.13  0.660
C  -2.90  -1.49  -6.05  -0.445
C  -1.84  1.70  2.05  -1.335
C  -1.03  1.42  11.15  -0.621
C  -0.06  0.57  6.16  -0.230
C  2.75  1.58  7.74  -0.706
C  -0.03  -2.73  9.64  -0.616
C  1.67  2.12  6.79  -0.651
C  -0.38  -4.37  -2.31  -0.617
C  -6.97  4.95  -10.88  -0.705
C  -2.96  3.05  -9.20  -0.543
C  -0.54  6.03  -2.11  -1.416
C  0.67  -2.90  7.37  0.520
C  -3.28  1.66  11.39  -0.685
C  -2.19  1.72  -8.97  -0.544
C  -4.10  -1.13  -1.99  -0.697
C  -5.42  2.19  -9.11  -0.639
C  1.12  6.14  -6.17  -0.868
H  3.09  -1.87  2.48  0.391
H  -0.92  1.95  1.51  0.323
H  3.40  -2.16  -0.02  0.134
H  -4.20  1.76  11.96  0.298
H  9.93  -1.79  -4.06  0.289
H  -0.75  4.46  -3.58  0.148
H  8.47  -2.88  -3.92  0.355
H  0.07  -1.18  -2.82  0.377
H  -6.66  -1.37  -1.81  0.278
H  -1.48  1.68  -9.79  0.413
H  -2.73  -3.96  -1.33  0.256
H  -0.24  -2.08  3.85  0.357
H  -3.05  3.16  -10.28  0.259
H  -1.19  1.85  10.16  0.469
H  0.60  2.81  -2.43  0.128
H  -0.85  0.45  -4.62  0.017
H  0.97  -7.13  -1.98  0.254
H  -0.44  -6.59  -2.69  0.276
H  6.67  -1.85  -2.72  0.380
H  0.65  1.29  -8.02  0.258
H  -4.55  3.50  1.93  0.338
H  -1.75  1.35  3.08  0.432
H  1.71  0.51  -0.83  0.378
H  1.27  -3.81  7.42  0.379
H  -7.89  4.41  -11.13  0.284
H  -0.46  1.19  5.36  0.309
H  4.06  -0.64  8.84  0.222
H  -1.14  6.61  -2.81  0.333
H  5.98  -4.39  -0.26  0.399
H  0.39  -2.82  6.32  0.082
H  -0.58  -5.45  -0.43  0.126
H  -4.31  -0.44  -1.17  0.340
H  -1.49  3.36  -0.10  -0.454
H  -3.52  -4.84  -2.78  0.227
H  -5.12  1.18  -9.38  0.343
H  7.75  -3.82  -1.86  0.411
H  5.04  -2.52  5.10  0.300
H  1.28  -1.74  4.52  0.136
H  -0.19  1.90  11.65  0.345
H  1.39  -2.08  7.44  -0.416
H  -0.82  0.01  6.71  0.193
H  -0.34  0.03  -8.74  0.427
H  0.55  -3.64  9.82  0.406
H  -2.17  -0.86  -6.57  -0.220
H  -2.29  0.94  1.42  0.183
H  -3.13  -0.88  -2.42  -0.166
H  -3.26  2.54  10.74  0.301
H  2.45  -3.42  1.86  0.337
H  1.76  6.07  -3.39  0.362
H  -6.30  4.86  -11.74  0.309
H  -3.74  -1.62  -6.72  0.341
H  0.31  -4.48  -3.14  0.418
H  -1.01  5.69  -1.19  0.253
H  -4.09  2.15  1.32  0.356
H  -1.41  1.52  -3.30  -0.195
H  -4.37  -2.72  -4.05  0.050
H  1.94  -1.74  9.44  0.321
H  -6.32  2.09  -8.51  0.309
H  2.28  -0.72  -1.92  0.289
H  -0.22  2.10  -4.44  0.380
H  -1.53  -0.56  10.45  0.402
H  7.78  -2.32  0.60  0.257
H  -2.65  -5.67  -1.40  0.385
H  1.48  -4.58  0.22  -0.257
H  3.07  -0.66  0.54  0.588
H  -2.23  3.83  2.34  0.517
H  4.44  -4.09  5.67  0.239
H  -5.35  0.03  -3.19  0.197
H  6.07  -3.64  6.14  0.267
H  2.39  -0.41  7.23  -0.324
H  -6.20  -2.70  -2.51  0.255
H  1.64  3.10  7.26  0.417
H  2.04  6.68  -5.95  0.392
H  5.36  -2.70  -0.41  -0.005
H  -2.34  3.87  -8.85  0.404
H  -3.52  0.73  10.86  0.272
H  1.07  -3.33  4.05  0.457
H  1.50  5.20  -6.57  0.299
H  -0.86  -2.86  10.33  0.570
H  4.87  0.65  8.24  0.572
H  -4.60  2.67  -2.14  0.278
H  -0.68  -0.10  -1.67  0.263
H  9.07  -2.73  -0.11  0.295
H  -2.83  0.85  -9.10  0.248
H  0.66  -1.45  0.36  0.270
H  -3.57  4.03  -2.13  0.323
H  -5.39  -1.88  -5.08  0.454
H  9.72  -3.28  -3.14  0.320
H  7.03  -0.85  -1.25  0.364
H  5.36  -3.75  -1.84  0.374
H  -0.18  3.54  -1.34  0.003
H  -0.30  0.15  -7.02  0.119
H  3.61  2.24  7.63  0.533
H  0.60  6.80  -6.86  0.267
H  -2.73  4.46  0.14  0.431
H  -0.57  -0.57  11.93  0.435
H  1.70  4.54  -4.30  0.448
H  2.01  -6.06  -0.47  0.564
H  2.19  -4.65  -1.40  0.351
H  5.28  -1.00  6.13  0.368
H  -3.02  2.32  -2.56  -0.296
H  0.36  6.56  -1.80  0.433
H  2.52  1.60  8.81  0.258
H  6.02  -1.35  7.79  0.324
H  -7.18  5.98  -10.63  0.238
H  -2.64  -2.52  -5.79  0.349
H  -4.68  3.92  -8.61  0.328
H  -5.15  3.11  -11.09  0.411
H  1.28  -1.84  11.08  0.345
H  0.82  0.01  5.84  -0.025
H  -0.26  -3.37  -1.89  0.089
H  -4.04  -2.15  -1.62  0.253
H  1.99  2.24  5.76  0.285
H  -6.69  2.34  -10.69  0.453
H  0.59  0.39  9.35  0.233

Computed properties:
**2S+1**: 2
**Expectation value of S²**: 0.75
**Net charge**: +1
**ΔE to the lowest compared entry with this formula, charge and spin**: 2.858 eV
**Highest occupied orbital energy (alpha / beta)**: -9.5 / -9.5 eV
**LUMO (alpha / beta)**: -2.26 / -7.32 eV
**Largest force on an atom**: 0.0761 Eh/bohr